Density functional theory data (wB97M-V/def2-TZVPD) for a structure of composition C32H27ClN4O5RhS3 at a distorted geometry.

Atoms and positions in Å:
1 Rh 0.367 -0.195 -0.177
2 S 2.686 0.244 -0.362
3 C 2.001 1.829 -0.389
4 N 0.700 1.744 -0.362
5 C 0.040 2.959 -0.351
6 C -1.333 3.186 -0.316
7 C -1.767 4.496 -0.329
8 C -0.863 5.563 -0.382
9 C 0.500 5.341 -0.419
10 C 0.945 4.024 -0.398
11 S 2.593 3.438 -0.437
12 H -2.027 2.357 -0.279
13 H -2.831 4.694 -0.302
14 H -1.235 6.578 -0.397
15 H 1.199 6.165 -0.461
16 O -1.778 -0.044 -0.348
17 S -2.577 -0.970 -1.281
18 C -4.281 -0.812 -0.659
19 C -4.753 0.595 -0.466
20 C -4.406 1.303 0.681
21 C -4.832 2.610 0.863
22 C -5.617 3.223 -0.104
23 C -5.985 2.520 -1.242
24 C -5.558 1.212 -1.419
25 C -2.686 -0.052 -2.831
26 C -3.421 -0.863 -3.864
27 C -3.005 -2.160 -4.164
28 C -3.684 -2.908 -5.113
29 C -4.776 -2.366 -5.777
30 C -5.185 -1.071 -5.494
31 C -4.512 -0.325 -4.538
32 H -4.285 -1.389 0.266
33 H -4.878 -1.359 -1.392
34 H -3.816 0.818 1.450
35 H -4.561 3.146 1.764
36 H -5.961 4.239 0.040
37 H -6.617 2.985 -1.987
38 H -5.863 0.658 -2.298
39 H -1.639 0.101 -3.096
40 H -3.150 0.915 -2.632
41 H -2.139 -2.581 -3.666
42 H -3.354 -3.912 -5.340
43 H -5.302 -2.950 -6.520
44 H -6.026 -0.640 -6.021
45 H -4.824 0.691 -4.329
46 C -1.034 0.355 3.745
47 C -0.906 0.261 2.378
48 N 0.296 0.064 1.804
49 C 1.382 -0.067 2.569
50 C 1.321 -0.026 3.956
51 C 0.092 0.220 4.545
52 C 2.544 -0.219 4.759
53 C 3.434 -1.204 4.641
54 C 3.392 -2.383 3.750
55 C 4.512 -3.195 3.633
56 C 4.409 -4.300 2.802
57 N 3.294 -4.593 2.147
58 C 2.275 -3.759 2.330
59 N 2.266 -2.675 3.092
60 H -2.011 0.522 4.175
61 H -1.742 0.347 1.705
62 H 2.321 -0.226 2.070
63 H 0.010 0.280 5.623
64 H 2.716 0.525 5.530
65 H 4.294 -1.172 5.301
66 H 5.425 -2.978 4.169
67 H 5.247 -4.972 2.662
68 H 1.355 -3.989 1.803
69 O 0.020 -3.654 -2.177
70 Cl 0.539 -2.570 -1.449
71 O 1.931 -2.664 -1.193
72 O 0.200 -1.270 -2.127
73 O -0.197 -2.346 -0.166

## Properties
LUMO energy, eV: -3.49
Net charge: +1